(1)
Entry from OMol25: the molecule C6H9NSi in a non-equilibrium geometry (wB97M-V/def2-TZVPD).

XYZ file:
```
17
C6H9NSi (wB97M-V/def2-TZVPD)
C -0.082 1.315 0.559
C 1.267 0.870 0.238
C 1.702 -0.523 0.317
C 0.830 -1.612 0.844
C -1.147 0.654 0.422
C 1.337 0.121 -1.063
N -0.406 -1.676 0.643
Si -2.739 0.060 -0.318
H -0.319 2.348 0.547
H 2.055 1.582 0.375
H 2.732 -0.633 0.557
H 1.266 -2.445 1.539
H 0.319 -0.097 -1.481
H 2.052 0.349 -1.800
H -2.266 0.491 -1.672
H -3.980 0.567 0.335
H -2.621 -1.371 -0.040
```

* HOMO level (alpha / beta): -8.82 / -7.53 eV
* total charge: 0
* LUMO energy (alpha / beta): 0.4 / 0.1 eV
* relative energy (zero: lowest compared OMol25 entry of this formula, charge and spin): 4.752 eV
* largest force on an atom: 3.94 eV Å⁻¹

These are the Mulliken partial charges, in e, on atoms 1 to 6: 0.055, 0.065, -0.249, -0.059, -0.649, -0.627



(2)
Entry from OMol25: C11H10BrNSSm as an isolated structure in a non-equilibrium geometry (wB97M-V/def2-TZVPD).

XYZ file:
```
25
C11H10BrNSSm (wB97M-V/def2-TZVPD)
C 2.024 0.679 -0.465
C 3.002 0.061 0.386
C 3.295 -1.219 -0.190
H 3.577 0.555 1.176
C 2.552 -1.373 -1.391
C 1.727 -0.224 -1.543
H 1.078 -0.027 -2.406
H 1.606 1.674 -0.344
H 4.033 -1.947 0.164
H 2.688 -2.170 -2.132
Sm 0.789 -1.192 0.737
Br -0.606 0.205 2.495
C -3.772 0.580 0.316
C -3.587 0.759 -1.087
C -2.949 2.022 -1.289
H -3.904 0.075 -1.873
C -2.748 2.622 -0.007
C -3.249 1.726 0.981
H -3.239 1.891 2.049
H -4.252 -0.272 0.787
H -2.692 2.461 -2.252
H -2.314 3.601 0.171
S 0.895 -3.412 2.383
C 2.461 -3.491 1.847
N 3.585 -3.584 1.488
```

* HOMO level (alpha / beta): -2.77 / -2.78 eV
* total charge: -1
* LUMO energy (alpha / beta): 1.3 / 1.8 eV
* multiplicity: 6
* relative energy (zero: lowest compared OMol25 entry of this formula, charge and spin): 1.685 eV
* largest force on an atom: 3.28 eV Å⁻¹

These are the Mulliken partial charges, in e, on atoms 1 to 6: -0.537, -0.515, -0.668, 0.402, -0.283, -0.567



(3)
Entry from OMol25: a 10-piece molecular cluster, C3H24O10S overall in a non-equilibrium geometry (wB97M-V/def2-TZVPD).

XYZ file:
```
38
C3H24O10S (wB97M-V/def2-TZVPD)
O -0.113 0.041 3.777
C 0.048 0.759 2.818
C -1.149 1.361 2.103
C -1.985 0.231 1.508
S -3.797 0.400 1.657
H 1.091 0.924 2.444
H -0.789 2.094 1.366
H -1.643 2.015 2.825
H -1.841 0.345 0.411
H -1.601 -0.755 1.772
H -4.240 -0.150 0.531
H 1.743 0.640 -1.784
H 2.685 0.322 -0.515
O 2.316 1.017 -1.062
H 2.011 -1.069 0.813
H 2.487 -2.252 1.559
O 2.796 -1.628 0.874
H -1.645 2.287 -1.528
H -0.541 2.820 -2.458
O -1.100 2.054 -2.285
H -0.978 -2.655 -0.682
H 0.570 -2.314 -0.612
O -0.286 -2.286 -0.134
H 1.967 -3.413 -1.677
H 2.827 -2.331 -0.790
O 2.115 -2.500 -1.443
H 0.047 0.710 -2.418
H 0.432 -0.630 -2.423
O 0.682 0.156 -2.947
H 0.255 -2.290 2.179
H 0.760 -1.629 3.478
O 0.954 -2.347 2.848
H 1.562 3.857 -0.291
H 1.441 2.400 -0.491
O 0.867 3.190 -0.334
H -2.262 -0.404 -3.380
H -2.693 0.867 -2.553
O -2.993 0.165 -3.156
```

* SMILES string: O=CCCS.O.O.O.O.O.O.O.O.O
* HOMO level: -9.40 eV
* total charge: 0
* LUMO energy: 0.0 eV
* largest force on an atom: 2.34 eV Å⁻¹

These are the Mulliken partial charges, in e, on atoms 1 to 6: -0.582, -0.084, -0.227, -0.132, -0.244, 0.355



(4)
Entry from OMol25: a 3-piece molecular cluster, C54H64BrNO11 overall in a non-equilibrium geometry (wB97M-V/def2-TZVPD).

XYZ file:
```
131
C54H64BrNO11 (wB97M-V/def2-TZVPD)
C -2.850 1.754 3.220
C -1.769 2.669 3.785
C -0.363 2.193 3.455
O -0.152 2.447 2.079
C 1.137 2.172 1.516
C 1.241 3.128 0.311
C 2.086 4.415 0.477
C 1.414 5.550 -0.294
C 3.519 4.259 -0.064
C 2.338 2.180 2.441
N 2.951 0.782 2.400
C 4.400 0.676 2.636
C 4.814 1.037 4.046
C 4.237 0.081 5.101
C 5.071 0.024 6.394
C 5.794 -1.329 6.528
C 6.645 -1.672 5.280
C 6.079 -2.842 4.471
C 6.556 -2.885 3.024
O 6.448 -1.570 2.466
C 7.038 -1.398 1.242
C 6.305 -1.971 0.081
O 8.031 -0.756 1.154
C 2.451 0.068 1.193
Br 2.231 -1.820 1.767
C 3.435 0.103 -0.018
O 3.601 -0.930 -0.640
O 3.928 1.217 -0.140
C 1.056 0.664 1.062
O 0.472 0.420 -0.160
C -0.936 0.294 -0.136
C -1.427 -0.661 -1.193
O -0.977 -1.975 -0.902
C -0.488 -2.679 -2.024
C 0.870 -2.163 -2.516
H -2.907 1.849 2.140
H -2.688 0.714 3.501
H -3.819 2.051 3.617
H -1.884 2.829 4.854
H -1.885 3.632 3.284
H -0.301 1.116 3.663
H 0.341 2.744 4.080
H 0.217 3.467 0.163
H 1.523 2.586 -0.587
H 2.127 4.690 1.532
H 0.479 5.871 0.161
H 2.082 6.411 -0.291
H 1.278 5.271 -1.337
H 3.923 5.220 -0.377
H 3.529 3.607 -0.931
H 4.208 3.812 0.645
H 2.212 2.403 3.495
H 3.138 2.841 2.124
H 2.503 0.278 3.170
H 4.926 1.294 1.914
H 4.678 -0.353 2.433
H 5.897 1.046 4.085
H 4.477 2.050 4.282
H 4.147 -0.915 4.673
H 3.218 0.395 5.346
H 5.784 0.846 6.433
H 4.412 0.135 7.254
H 6.395 -1.334 7.434
H 5.030 -2.099 6.644
H 6.763 -0.781 4.679
H 7.649 -1.948 5.604
H 4.991 -2.873 4.482
H 6.430 -3.760 4.942
H 5.916 -3.561 2.457
H 7.586 -3.242 2.982
H 6.905 -1.880 -0.815
H 6.045 -3.016 0.239
H 5.362 -1.435 -0.050
H 0.497 0.169 1.863
H -1.305 -0.060 0.828
H -1.415 1.259 -0.318
H -1.136 -0.343 -2.192
H -2.517 -0.663 -1.091
H -1.212 -2.671 -2.846
H -0.347 -3.719 -1.737
H 1.452 -2.959 -2.967
H 1.401 -1.743 -1.668
H 0.734 -1.352 -3.230
C -1.664 -6.736 -2.176
C -2.311 -7.928 -1.866
C -3.243 -8.461 -2.739
C -3.541 -7.800 -3.923
C -2.905 -6.594 -4.226
C -1.960 -6.071 -3.353
C -3.235 -5.842 -5.471
O -2.680 -4.798 -5.737
C -4.276 -6.411 -6.375
C -4.637 -5.707 -7.516
C -5.592 -6.224 -8.373
C -6.186 -7.452 -8.099
C -5.832 -8.157 -6.962
C -4.882 -7.637 -6.092
C -4.536 -8.399 -4.858
O -5.052 -9.470 -4.620
H -0.931 -6.324 -1.495
H -2.085 -8.441 -0.941
H -3.747 -9.389 -2.509
H -1.463 -5.143 -3.598
H -4.168 -4.755 -7.723
H -5.875 -5.672 -9.260
H -6.928 -7.857 -8.774
H -6.290 -9.110 -6.738
C -8.132 5.791 0.672
C -8.315 6.746 -0.323
C -7.342 6.942 -1.287
C -6.175 6.190 -1.256
C -5.983 5.245 -0.247
C -6.969 5.042 0.710
C -4.724 4.452 -0.169
O -4.560 3.620 0.699
C -3.669 4.713 -1.190
C -2.465 4.028 -1.105
C -1.479 4.239 -2.053
C -1.694 5.137 -3.093
C -2.888 5.831 -3.178
C -3.878 5.628 -2.224
C -5.147 6.404 -2.316
O -5.338 7.188 -3.221
H -8.898 5.635 1.419
H -9.222 7.336 -0.345
H -7.479 7.677 -2.067
H -6.815 4.300 1.481
H -2.307 3.335 -0.290
H -0.540 3.704 -1.984
H -0.924 5.297 -3.837
H -3.062 6.535 -3.980
```

* SMILES string: CCCO[C@@]1(CC(C)C)C[N@H+](CCCCCCCCOC(C)=O)[C@](Br)(C(=O)[O-])[C@@H]1OCCOCC.O=C1c2ccccc2C(=O)c2ccccc21.O=C1c2ccccc2C(=O)c2ccccc21
* HOMO level: -8.97 eV
* total charge: 0
* LUMO energy: -1.1 eV
* largest force on an atom: 1.70 eV Å⁻¹

These are the Mulliken partial charges, in e, on atoms 1 to 6: -0.894, -0.725, -0.364, -0.260, 2.624, -1.083



(5)
Entry from OMol25: C31H47BrN2P2Zn as an isolated structure in a non-equilibrium geometry (wB97M-V/def2-TZVPD).

XYZ file:
```
84
C31H47BrN2P2Zn (wB97M-V/def2-TZVPD)
N 1.876 -5.856 -2.308
C 2.079 -5.640 -1.005
C 1.809 -4.411 -0.402
C 1.226 -3.373 -1.173
C 1.077 -3.614 -2.564
C 1.412 -4.868 -3.079
C 0.776 -2.155 -0.562
Zn 0.063 0.099 0.118
P -1.953 1.834 0.640
C -0.196 -1.317 -1.193
C -1.608 -1.822 -1.314
C -2.339 -1.642 -2.499
C -3.731 -1.571 -2.446
C -4.389 -1.752 -1.217
C -3.660 -2.220 -0.106
C -2.273 -2.313 -0.181
Br -6.147 -1.323 -1.042
H 1.188 -1.963 0.437
H 0.143 -0.823 -2.118
H 1.990 -4.280 0.660
H 0.686 -2.844 -3.225
H 2.460 -6.485 -0.419
H 1.275 -5.072 -4.146
H -1.802 -1.492 -3.440
H -1.688 -2.696 0.660
H -4.295 -1.335 -3.338
H -4.178 -2.499 0.807
P 1.603 1.464 -1.181
C -3.550 1.257 1.395
C -4.900 1.913 1.064
H -3.411 1.338 2.485
H -3.625 0.183 1.165
H -5.700 1.388 1.607
H -4.937 2.960 1.382
H -5.164 1.869 0.006
C -2.202 1.212 -1.085
C -3.114 2.018 -2.013
H -2.585 0.194 -0.945
H -1.197 1.133 -1.547
H -3.041 1.615 -3.036
H -4.160 1.933 -1.694
H -2.806 3.075 -2.031
C -0.815 1.694 2.101
C -0.883 2.840 3.108
H 0.219 1.654 1.698
H -1.008 0.727 2.589
H 0.070 2.887 3.658
H -1.036 3.789 2.579
H -1.690 2.665 3.834
C 2.419 2.878 -0.328
C 3.458 3.682 -1.115
H 2.862 2.488 0.601
H 1.589 3.540 -0.033
H 4.398 3.134 -1.257
H 3.096 4.012 -2.095
H 3.695 4.586 -0.541
C 0.741 2.312 -2.575
C 0.182 1.442 -3.701
H 1.480 3.021 -2.977
H -0.060 2.899 -2.099
H 0.964 0.854 -4.199
H -0.615 0.757 -3.384
H -0.262 2.106 -4.456
C 2.967 0.616 -2.072
C 4.020 0.036 -1.135
H 3.409 1.358 -2.759
H 2.519 -0.181 -2.689
H 4.841 -0.387 -1.729
H 4.452 0.800 -0.474
H 3.609 -0.774 -0.518
C 2.226 -0.536 6.142
C 1.862 -0.523 4.694
C 0.753 -1.231 4.243
C 0.428 -1.218 2.897
N 1.145 -0.489 1.998
C 2.279 0.123 2.411
C 2.636 0.166 3.754
H 1.427 -0.115 6.766
H 2.393 -1.567 6.480
H 3.139 0.040 6.310
H 0.120 -1.793 4.931
H -0.441 -1.769 2.522
H 2.895 0.610 1.650
H 3.505 0.743 4.052
```

* HOMO level: -12.65 eV
* total charge: +2
* LUMO energy: -8.5 eV
* relative energy (zero: lowest compared OMol25 entry of this formula, charge and spin): 2.362 eV
* largest force on an atom: 4.22 eV Å⁻¹

These are the Mulliken partial charges, in e, on atoms 1 to 6: -0.453, -0.486, -0.561, 0.150, -0.105, -0.605